{"formula": "C22H30CoN2O3S3Se2", "method": "wB97M-V/def2-TZVPD", "symbols": ["H", "H", "H", "S", "Se", "C", "C", "C", "H", "O", "C", "C", "H", "C", "C", "H", "C", "H", "C", "S", "Se", "H", "H", "H", "H", "C", "H", "H", "H", "O", "S", "H", "H", "C", "C", "C", "H", "H", "C", "N", "H", "H", "C", "H", "C", "C", "N", "H", "C", "Co", "H", "H", "H", "C", "C", "C", "H", "O", "H", "H", "H", "H", "C"], "coordinates": [[2.7447, 6.4764, -0.3416], [-1.6759, 1.8725, 4.4306], [2.6063, -2.3732, 0.5896], [0.1496, -4.1427, 0.2960], [-0.0632, -0.1205, -2.4294], [1.3455, 1.1394, -2.9316], [1.0134, 1.1277, 2.3703], [-0.9168, 2.0807, 3.6710], [1.0529, 0.6514, 5.0495], [2.0097, 1.6010, 2.8994], [-3.9070, -2.0142, -1.0910], [0.3118, 0.0531, 4.5244], [0.7740, -0.8899, 4.2301], [1.3608, 5.3974, -1.5841], [0.8435, -1.7987, -2.8282], [1.9240, -2.5617, 2.2137], [2.3354, 1.5101, -1.8468], [1.7417, -1.9049, -2.2241], [-0.1837, 0.8004, 3.2972], [-5.0274, -0.7280, -1.0964], [3.6344, 0.0973, -1.5013], [2.1289, 5.2092, 1.7014], [-0.0691, 4.1463, -2.5791], [1.8080, -1.0018, 1.3473], [-0.2158, 2.8084, 4.0793], [1.6448, 4.9936, 0.7569], [0.7993, 2.0266, -3.2496], [-3.6010, 2.4312, -0.3635], [1.0905, -1.8537, -3.8862], [0.8911, 0.8925, 1.1132], [-1.1656, 2.4041, -0.6809], [2.8908, 2.3971, -2.1569], [1.8350, 1.7231, -0.9059], [0.4833, -2.4913, 0.6477], [0.0606, 3.6655, -0.4945], [-1.3934, -3.7250, -0.3061], [5.2686, 0.3520, 0.3744], [-4.2463, 1.7584, 1.1245], [-4.2866, 1.6872, 0.0364], [-2.7104, -0.2545, -0.1811], [3.7355, 1.1710, 0.7878], [-0.5220, -0.1587, 5.1996], [1.9926, 5.6991, -0.3851], [-1.4034, 2.5098, 2.7937], [1.7840, -2.0827, 1.2435], [0.6802, 3.9981, 0.7061], [-0.5022, -1.6967, 0.3330], [-2.0832, -4.4645, -0.6758], [-2.7426, -1.5908, -0.5465], [-0.7654, 0.3529, 0.2582], [-5.3046, 1.8931, -0.2909], [1.6144, 5.9418, -2.4856], [1.8375, 0.7189, -3.8102], [-3.8746, 0.3176, -0.3782], [4.4710, 0.9941, 0.0065], [0.4124, 4.3885, -1.6390], [-1.8526, -0.2417, 3.0533], [-1.0566, -0.0561, 2.5440], [4.8974, 1.9375, -0.3286], [0.1388, -2.5953, -2.5893], [0.4172, 3.4757, 1.6064], [-4.1552, -2.9967, -1.4544], [-1.5655, -2.3846, -0.2126]], "total_charge": 0, "spin_multiplicity": 2, "s2": 0.914, "homo_energy_ha": [-0.2574, -0.2526], "gap_ev": [6.8339, 6.7076]}

---

{"formula": "C22H30CsN3O3P", "method": "wB97M-V/def2-TZVPD", "symbols": ["H", "H", "C", "C", "C", "O", "C", "H", "H", "C", "C", "N", "C", "H", "H", "N", "C", "H", "H", "N", "H", "O", "H", "Cs", "H", "C", "C", "H", "C", "H", "C", "H", "H", "H", "H", "C", "H", "C", "H", "H", "H", "H", "C", "C", "H", "H", "P", "H", "O", "H", "C", "H", "C", "H", "C", "H", "H", "C", "C", "C"], "coordinates": [[-0.8367, -2.1987, 4.7323], [-2.1894, 1.9903, -6.3204], [0.3402, 2.2001, -4.0668], [4.1891, 0.4984, 3.3765], [3.0280, 0.1829, 2.6847], [-0.3514, -3.5521, 3.2126], [1.2583, 2.9004, -4.8485], [-2.8935, 1.3575, -1.3340], [-4.5161, 2.0653, -1.2999], [5.0821, 1.3563, 2.7573], [-0.8986, 1.8804, -4.6094], [1.8676, 2.1038, -2.2297], [3.5882, 1.4825, 0.8684], [-3.7648, -2.7295, 1.6209], [-4.5782, -0.3151, -2.1143], [2.1334, 1.6472, -0.9886], [-3.8765, 1.2958, -0.8611], [2.2202, 3.1418, -4.4179], [-4.5151, -0.9805, 3.2397], [2.7291, 0.6530, 1.4818], [-3.3158, -3.7273, -0.9637], [-0.8134, -1.5941, 2.2475], [-5.2954, -2.0171, 1.0895], [0.0747, -0.4846, 0.1102], [-5.7600, -3.5291, -0.4772], [0.6389, 1.7651, -2.6510], [-5.3666, -3.2227, -1.4464], [-2.9894, -0.5332, 2.4715], [-1.2205, 2.2481, -5.9088], [4.4442, 3.7953, -0.5965], [-3.8813, -2.8795, -1.3593], [-3.4776, -2.6868, -2.3571], [3.8666, 3.1442, -2.1411], [2.2959, -0.4943, 3.1176], [-5.9533, -2.3690, -1.7914], [4.2623, 2.8795, -1.1665], [-1.5972, 1.3372, -3.9855], [-4.0524, -0.7024, 2.2902], [6.0067, 1.6391, 3.2469], [-2.2183, -2.9560, 3.9481], [-1.1815, -3.9245, 5.0249], [1.6595, 3.8150, -6.7463], [-0.2227, -2.6729, 2.1140], [-0.3030, 2.9452, -6.6829], [-4.5131, 0.2312, 1.9590], [-5.4884, -0.1533, -0.6178], [-3.3804, -1.4177, -0.3360], [-5.5343, -4.0452, -2.1456], [-0.2498, 1.1596, -2.0189], [-3.7451, 1.5329, 0.1960], [-1.1914, -3.1277, 4.2810], [5.2207, 2.3681, -1.2974], [4.7848, 1.8496, 1.4990], [-0.5525, 3.2327, -7.6976], [3.2627, 1.9897, -0.4695], [4.3787, 0.0813, 4.3560], [5.4785, 2.5164, 1.0069], [0.9383, 3.2713, -6.1475], [-4.4830, -0.1014, -1.0456], [-4.2345, -1.8126, 1.2522]], "total_charge": -1, "homo_energy_ha": -0.1391, "gap_ev": 6.1060}

---

{"formula": "C22H30N11O5S2W", "method": "wB97M-V/def2-TZVPD", "symbols": ["S", "C", "H", "H", "N", "H", "H", "C", "O", "N", "C", "N", "O", "H", "H", "W", "C", "C", "N", "C", "H", "H", "N", "N", "H", "H", "O", "H", "H", "H", "H", "H", "C", "N", "C", "H", "H", "C", "H", "N", "C", "H", "H", "H", "C", "N", "H", "H", "C", "H", "H", "H", "C", "H", "C", "N", "H", "C", "H", "C", "C", "O", "C", "C", "N", "S", "C", "C", "O", "C", "H"], "coordinates": [[1.3307, 0.2430, -0.2073], [-5.4365, 2.1466, 1.2994], [-6.4827, 2.4143, 1.3049], [1.7448, -1.3960, -4.1644], [-0.9634, 2.6510, -0.8766], [3.7149, -3.4538, -1.7704], [6.0397, -2.2769, -0.1911], [0.0942, -1.2644, -5.5532], [-2.9211, -4.6925, 3.0510], [-0.2741, 2.8784, 0.2624], [-1.5946, -1.8063, 1.5196], [0.4131, -1.6636, -1.8317], [-1.1428, -0.8373, 0.7081], [-1.1620, -1.2175, -3.0721], [1.9204, -3.2834, -0.6736], [-0.4816, 0.8669, 1.4345], [-4.9466, 1.2399, 0.3618], [5.0260, -2.6798, -0.2073], [-1.0328, 2.3619, 3.0912], [-3.5964, 0.9356, 0.3582], [-1.9766, 3.3183, -3.1693], [-3.1842, 0.2473, -0.3740], [-0.2206, 2.6832, 4.0903], [0.1086, 4.5385, -1.1097], [4.0706, -0.7689, 0.1082], [1.5541, 2.9641, 5.8819], [-1.9579, -2.5902, 4.9456], [2.8228, -3.2408, 1.3979], [5.3949, -3.3194, -2.2205], [4.6532, -1.5594, 1.5761], [0.6092, -1.6307, -6.4358], [-2.5960, 3.3867, 4.0072], [-1.9967, -3.2184, 1.3272], [1.8430, 2.4475, 5.0589], [4.6013, -2.8317, -1.6625], [2.7839, 2.0769, 5.0324], [4.4125, -1.8621, -2.1189], [-1.4901, -1.4584, 2.8505], [5.0680, -3.6600, 0.2692], [-0.7038, 3.6720, -1.6520], [-3.2083, 2.3160, 2.1848], [1.1949, 0.7173, -2.9146], [-0.6386, -0.5305, -5.8803], [-0.8860, -0.0376, -1.7596], [-4.5559, 2.6937, 2.2174], [-1.1499, 3.8218, -2.8737], [-5.6087, 0.7751, -0.3527], [-0.4291, -2.1069, -5.1072], [1.0030, 2.2252, 4.0774], [1.0182, 4.5239, 0.7870], [-0.2358, 0.9178, -3.9382], [-0.9349, 4.7130, -3.3113], [1.1819, -1.4261, -0.7861], [0.4196, -2.5943, -2.2342], [0.4304, 0.1834, -3.4828], [1.8884, -2.3763, -0.2160], [2.2635, -1.5685, 1.6626], [-2.3923, -3.6751, 2.7638], [-4.8911, 3.4047, 2.9580], [0.3754, 4.0443, 0.0740], [-0.3961, -0.6762, -2.5187], [-0.9681, -0.2464, 3.0182], [4.1575, -1.7297, 0.6193], [-1.9488, -2.5504, 3.7587], [-2.7221, 1.4509, 1.2430], [1.5944, 1.3053, 2.6695], [-2.2722, 2.7712, 3.1733], [2.7499, -2.2499, 0.9471], [-1.9149, -3.8726, 0.3300], [1.0967, -0.6308, -4.5952], [1.7360, 0.0490, -5.1571]], "total_charge": 3, "homo_energy_ha": [-0.6263, -0.6263], "gap_ev": [5.2749, 5.2754]}

---

{"formula": "C22H30N2O", "method": "wB97M-V/def2-TZVPD", "symbols": ["C", "H", "C", "H", "C", "C", "H", "H", "H", "C", "N", "H", "H", "H", "H", "H", "C", "H", "C", "H", "O", "H", "C", "C", "H", "H", "H", "H", "C", "C", "H", "C", "H", "C", "H", "C", "H", "H", "H", "H", "C", "H", "H", "H", "C", "C", "H", "C", "H", "C", "C", "C", "C", "H", "N"], "coordinates": [[-1.7928, -1.3632, 5.1094], [-1.6617, 1.3839, -3.2945], [0.9863, 1.3516, -2.6832], [3.1297, 0.1142, 0.5071], [2.3638, -0.6104, 0.2133], [1.3013, 1.0208, -1.2191], [-2.6732, -1.3662, 5.7354], [-1.8969, 1.9379, -0.9011], [1.1478, 4.8022, -3.0952], [-2.1126, -1.3807, -1.4410], [1.9493, -0.2785, -1.1372], [1.1406, 4.2606, -0.8183], [-0.3642, 2.9714, -2.1750], [0.1133, -1.7056, -3.6101], [2.4363, 3.5840, -3.2170], [-1.9981, -2.1166, -2.2253], [0.4802, -1.3558, 3.4951], [0.3721, 1.0589, -0.6318], [-2.6707, -0.8514, 0.8327], [-2.3002, -3.1884, 4.1127], [1.9197, 4.0454, -1.3436], [-0.2969, -3.1763, 2.6852], [0.4548, 2.7742, -2.8710], [-0.4555, -2.3782, 3.3970], [1.9959, -2.3327, 2.3450], [1.6785, -0.8947, -3.8005], [-2.7134, -2.8281, 0.0131], [0.9788, 0.4662, 4.4971], [-0.8672, -0.3394, 5.2147], [-1.8391, -0.0441, -1.7126], [1.7856, -2.2318, -1.7982], [-2.0474, 0.8859, -0.7003], [2.4897, -0.7735, 3.0241], [1.6605, -1.3174, 2.5677], [-1.7410, -0.2971, -3.8264], [0.7696, -0.9407, -3.1901], [-2.5879, 1.2241, 1.3417], [0.9398, 0.3990, 1.4989], [0.3699, -1.1432, 0.8679], [-2.9648, -1.1638, 1.8234], [0.2595, -0.3362, 4.4116], [1.9326, 1.2772, -3.2377], [1.9999, 1.7611, -0.8236], [2.8329, -1.5981, 0.1723], [1.5242, 3.8543, -2.6810], [-2.4493, 0.4880, 0.5631], [0.0700, 2.8588, -3.8889], [-1.3133, 0.3733, -3.0716], [-1.0242, 0.4598, 5.9249], [1.2439, -0.6238, 1.2679], [1.1645, -1.3313, -1.7600], [-1.5828, -2.3845, 4.1983], [-2.5192, -1.7829, -0.1803], [0.2572, -1.5683, -1.1856], [0.1245, 0.3501, -3.2993]], "smiles": "OCC[C@H]1CN(CCCc2ccccc2)CCN1Cc1ccccc1", "total_charge": 0, "homo_energy_ha": -0.2873, "gap_ev": 8.5440}

---

Calculated E, -8571.8120; -1607.8180; -2697.2978; -1041.0456 Ha (same order as the records).
Calculated energy above the lowest of the compared OMol25 structures with the same formula, charge and spin, 28.3; 36.3; 95.3; 45.6 kJ/mol (same order as the records).